# 1
One molecule with the formula C2H3OP at a distorted geometry. Source: the OMol25 dataset; level of theory: ωB97M-V/def2-TZVPD.

Cartesian coordinates (Å):
1 C -0.271270 0.490445 -0.606067
2 C 0.259196 -0.260465 -1.561825
3 O 0.161382 -0.301152 1.940054
4 P -0.934164 -0.600096 0.723791
5 H 0.065912 1.415813 -0.465310
6 H 0.122808 -1.340670 -1.753190
7 H 0.596136 0.596125 1.722547

Atomic forces in eV per Å
-0.30 -4.08 -0.36
-0.78 -0.92 1.00
0.49 2.06 -1.18
0.66 0.31 -0.67
0.67 4.16 0.56
-0.01 0.51 -0.15
-0.73 -2.04 0.79

## Properties
Multiplicity   1
LUMO level (alpha / beta)   -0.01888 / -0.02436 hartree
HOMO (alpha / beta)   -8.897 / -7.828 eV
Orbital gap (alpha / beta)   8.38 / 7.17 eV


# 2
A 2-piece molecular cluster, C2H3OPS overall at a distorted geometry. Source: the OMol25 dataset; level of theory: ωB97M-V/def2-TZVPD.

Cartesian coordinates (Å):
1 C -0.397870 1.643942 -0.518470
2 C -1.059345 0.715179 -0.110431
3 O -0.617361 -1.925782 1.427727
4 P 1.540815 -1.657701 -0.422732
5 S 0.432420 -0.947593 1.106386
6 H -0.160590 2.582506 -0.924995
7 H -1.757420 -0.018789 0.117348
8 H 2.019351 -0.391762 -0.674834

Atomic forces in eV per Å
-1.71 -1.05 0.48
0.85 2.37 -1.27
-0.13 -0.14 0.51
-0.88 -0.60 0.70
1.20 -1.01 -0.81
0.75 0.48 -0.15
-0.63 -0.96 0.41
0.56 0.92 0.14

## Properties
Multiplicity   1
LUMO level (alpha / beta)   -0.05146 / -0.05158 hartree
HOMO (alpha / beta)   -8.980 / -8.978 eV
Orbital gap (alpha / beta)   7.58 / 7.57 eV


# 3
One molecule with the formula C2H3OPS at a distorted geometry. Source: the OMol25 dataset; level of theory: ωB97M-V/def2-TZVPD.

Cartesian coordinates (Å):
1 C 0.526058 0.337658 -0.758543
2 C -0.549313 0.886005 -0.157262
3 S -0.994708 0.364907 1.409210
4 P 0.411361 -1.281976 1.225461
5 O 1.268093 -0.509839 0.033760
6 H 1.155040 0.693012 -1.666632
7 H -1.232935 1.599440 -0.585917
8 H -0.583597 -2.089208 0.499922

Atomic forces in eV per Å
0.87 1.67 -0.58
0.33 -0.13 -1.83
0.25 -0.75 1.17
-0.63 0.26 0.09
-0.16 -1.06 0.13
-1.75 -0.68 1.53
0.28 0.22 -0.36
0.81 0.47 -0.15

## Properties
Multiplicity   1
LUMO level   0.02527 hartree
HOMO   -8.281 eV
Orbital gap   8.97 eV


# 4
A 2-piece molecular cluster, C2H3OPS2 overall at a distorted geometry. Source: the OMol25 dataset; level of theory: ωB97M-V/def2-TZVPD.

Cartesian coordinates (Å):
1 C -0.007289 -1.106831 -2.508823
2 C 0.497130 -0.681990 -1.504883
3 O -1.460857 0.541330 2.013535
4 P 1.243357 0.109819 -0.124773
5 S 1.363837 2.055458 -0.193753
6 S 1.579523 -1.144723 1.263592
7 H -0.311651 -1.624671 -3.387137
8 H -0.615050 1.103582 2.048976
9 H -2.289000 0.748029 2.393269

Atomic forces in eV per Å
0.41 -0.41 -0.01
0.24 0.84 0.23
3.46 -0.76 -1.56
-0.52 0.71 0.18
-0.04 -1.65 -0.09
0.16 0.34 -0.26
-0.28 0.13 -0.04
-2.93 -0.63 0.62
-0.50 1.44 0.93

## Properties
Multiplicity   1
LUMO level   -0.05796 hartree
HOMO   -9.603 eV
Orbital gap   8.03 eV


# 5
An isolated ion of composition C2H3OS3 and charge -1 at a distorted geometry. Source: the OMol25 dataset; level of theory: ωB97M-V/def2-TZVPD.

Cartesian coordinates (Å):
1 O 0.270425 -1.676806 -0.353128
2 C -0.297425 -0.564804 0.286789
3 S -1.763715 0.053796 -0.641702
4 C 0.589761 0.603247 0.440156
5 S 0.969741 1.103804 1.953493
6 S 1.192150 1.245951 -1.001522
7 H 0.759501 -1.263441 -1.069453
8 H -0.564924 -0.844658 1.219999
9 H -1.155513 1.342913 -0.834632

Atomic forces in eV per Å
0.03 0.17 0.27
-0.38 0.07 -2.47
0.05 1.51 0.00
1.59 0.84 -0.56
-0.01 0.21 0.86
0.59 0.16 -0.27
0.39 0.04 -0.63
-1.22 -1.18 2.80
-1.03 -1.81 0.01

## Properties
Multiplicity   1
Total charge   -1
LUMO level   0.12574 hartree
HOMO   -3.718 eV
Orbital gap   7.14 eV


# 6
A 2-piece molecular cluster, C2H3OS3 overall at a distorted geometry. Source: the OMol25 dataset; level of theory: ωB97M-V/def2-TZVPD.

Cartesian coordinates (Å):
1 C -1.459022 -0.427237 0.253482
2 C -0.282769 -0.704894 -0.556399
3 O -1.293473 -0.559174 1.561269
4 S -2.977452 -0.375321 -0.403582
5 S 0.918318 -1.711053 0.023560
6 S 0.112652 2.023184 0.430872
7 H -0.216215 -0.580440 -1.666368
8 H -0.411783 -1.001465 1.888942
9 H -0.562745 1.429544 1.555734

Atomic forces in eV per Å
-0.17 -0.58 0.05
1.94 -0.59 -0.93
0.61 -1.12 1.63
0.41 0.30 0.11
-0.43 0.40 0.01
-1.08 -1.37 1.30
-0.82 0.52 1.29
-1.60 1.19 -1.84
1.14 1.26 -1.62

## Properties
Multiplicity   1
Total charge   -1
LUMO level (alpha / beta)   0.08676 / 0.08683 hartree
HOMO (alpha / beta)   -3.716 / -3.726 eV
Orbital gap (alpha / beta)   6.08 / 6.09 eV


Relative energy (zero: lowest compared OMol25 entry of this formula, charge and spin) readings, ordered: 2.8539 3.7369 0.0000 1.4141 0.1323 1.3297 eV
Calculated total energy readings, ordered: -13454.9048 -24289.5986 -24293.3356 -35127.4061 -36677.0037 -36675.8063 eV